The molecule C12H8N2O2, computed with ωB97M-V/def2-TZVPD.

Cartesian coordinates (Å):
N1 -0.0800 4.0270 -3.0635
C1 -0.4815 3.2042 -2.3548
C2 -0.9517 2.0492 -1.6278
C3 -2.3934 1.8925 -1.6044
N2 -3.5498 1.7676 -1.6164
C4 -0.1073 1.1272 -0.9971
C5 1.4052 1.3399 -0.8782
C6 1.8209 0.4823 0.3080
C7 0.6916 -0.4530 0.5259
C8 -0.4374 -0.0881 -0.2185
C9 -1.6151 -0.8522 -0.1213
C10 -1.6508 -1.9932 0.7185
C11 -0.5108 -2.3755 1.4164
O1 -0.4959 -3.4991 2.2376
C12 0.6559 -1.5932 1.3367
O2 1.7513 -1.8138 2.1903
H1 1.6734 2.3892 -0.6848
H2 1.9492 1.0398 -1.8109
H3 2.7606 -0.0693 0.1178
H4 1.9434 1.0662 1.2318
H5 -2.5300 -0.6121 -0.6616
H6 -2.6109 -2.5120 0.8491
H7 0.4326 -3.5022 2.5246
H8 2.3307 -1.0214 2.1827

Atomic forces in eV per Å
N -0.3 -0.5 0.8
C 0.6 -0.2 -0.6
C 0.4 -1.4 1.0
C -0.9 -0.2 -0.1
N 1.6 0.2 0.1
C -0.7 1.4 -0.6
C 0.0 0.5 -0.5
C 0.9 -0.6 0.5
C -1.1 -1.3 -0.2
C -0.4 0.1 -0.4
C -0.1 -0.7 0.6
C -0.2 1.0 -0.8
C 0.5 -0.6 0.8
O 0.5 1.5 -0.9
C 0.8 1.8 0.1
O -0.6 -0.1 -0.6
H -0.3 -0.2 -0.3
H -0.6 0.1 0.7
H -0.3 0.3 0.1
H 0.2 0.2 -0.3
H 0.4 0.1 0.1
H 0.7 0.0 -0.1
H -0.3 -0.5 0.4
H -0.6 -0.8 -0.1

The orbital gap comes out at 8.0 eV. The calculation puts the max |F| at 1.9 eV/A. As for the energy above the lowest of the compared OMol25 structures with the same formula, charge and spin: 16.4 kJ/mol.